Here is 2 unconnected molecules or ions with the total composition C2H8NO from the OMol25 dataset. Energies are from the ωB97M-V functional and the def2-TZVPD basis.

Total charge ... +1
Energy above the lowest of the compared OMol25 structures with the same formula, charge and spin ... 24.59 kcal/mol
HOMO-LUMO gap ... 0.434 Eh
HOMO level ... -16.7 eV

Each line ends with the Löwdin charge.
Geometry (Å):
1 O -2.23153 0.66599 0.39801  -0.05
2 N 0.30019 -0.20589 -0.16749  -0.01
3 C 0.35935 -1.47544 -0.13021  0.16
4 C 1.48181 0.58076 -0.43033  -0.03
5 H -0.61470 0.32750 -0.09256  0.13
6 H 2.45889 0.12089 -0.33757  0.10
7 H -2.45722 1.48918 0.87829  0.09
8 H -0.50907 -2.05445 0.24204  0.13
9 H 1.26767 -2.10737 -0.13200  0.14
10 H -2.94713 0.17088 0.84435  0.09
11 H 1.36999 1.05590 -1.39881  0.11
12 H 1.52176 1.43204 0.32627  0.13